# 1
{
  "formula": "C3H9NO3S2",
  "method": "the ωB97M-V functional and the def2-TZVPD basis",
  "elements": ["C", "C", "N", "C", "S", "S", "O", "O", "O", "H", "H", "H", "H", "H", "H", "H", "H", "H"],
  "coordinates": [[-0.1848, -1.2280, 1.6358], [0.2575, -0.2875, 0.6018], [0.0524, -0.9934, -0.7002], [0.7548, -0.7810, -1.9037], [0.8593, 0.8672, -2.6788], [-0.8604, 1.1593, 0.7940], [-0.9098, 1.4421, 2.1771], [-2.0693, 1.0892, -0.0302], [0.0778, 2.2847, 0.0719], [-0.9753, -2.0075, 1.2747], [-0.4863, -0.7852, 2.5543], [0.5392, -1.8561, 1.9519], [1.2830, -0.0503, 0.5783], [-0.9412, -1.0733, -0.9128], [0.3037, -1.5594, -2.4813], [1.7940, -1.0121, -1.4729], [0.8945, 1.6756, -1.6001], [-0.3891, 3.1155, 0.1400]],
  "atomic_forces_ev_per_a": [[-3.2, -1.5, 0.1], [-2.0, -1.2, -3.5], [-2.6, 0.7, 1.7], [3.1, 0.4, 2.8], [-0.4, 0.2, -1.0], [-0.2, 0.5, -2.8], [-0.5, 0.5, 1.1], [1.7, -0.4, 1.5], [0.0, -0.8, 0.8], [1.0, 1.9, 0.4], [-0.7, 0.6, 0.5], [3.0, -2.0, 0.6], [1.2, 1.0, 0.7], [0.0, 0.1, 0.5], [0.6, 0.0, -1.4], [-0.8, -0.1, -1.9], [0.1, -0.6, -0.2], [-0.3, 0.8, -0.1]],
  "e_homo_ev": -9.04,
  "homo_lumo_gap_ev": 9.52,
  "e_above_lowest_ev": 0.7241,
  "e_tot_ev": -32558.035,
  "smiles": "C[C@@H](NCS)S(=O)(=O)O"
}

---

# 2
{
  "formula": "C3H9NO4",
  "method": "the ωB97M-V functional and the def2-TZVPD basis",
  "elements": ["O", "C", "C", "N", "C", "O", "H", "H", "H", "H", "H", "O", "H", "H", "O", "H", "H"],
  "coordinates": [[-0.3185, 0.2991, -2.6547], [-0.9254, -0.3004, -1.7882], [-0.9839, 0.3536, -0.4768], [-1.6537, -0.5136, 0.5546], [-0.8369, -1.5182, 1.0553], [0.3173, -1.6227, 0.5621], [-1.4841, -1.2641, -1.9253], [-0.0395, 0.8080, -0.1258], [-1.6751, 1.3277, -0.6861], [-2.1271, 0.0377, 1.2660], [-1.2622, -2.3226, 1.7454], [0.9198, 2.4189, 1.0938], [0.9003, 3.3333, 1.3347], [1.8040, 2.0751, 1.1432], [2.5321, 0.0371, 0.8584], [2.4658, -0.8480, 1.4275], [1.8656, 0.1791, 0.3193]],
  "atomic_forces_ev_per_a": [[-0.7, -1.2, 0.0], [1.1, 0.7, -1.2], [-2.3, 2.2, 1.7], [0.7, 0.6, 0.3], [2.5, -0.3, -2.0], [-2.9, -0.6, 1.6], [0.4, 0.5, -0.1], [-0.5, -0.5, -0.4], [1.3, -2.3, 0.7], [-0.3, -0.4, -0.2], [0.3, 1.4, -0.5], [-1.1, -0.6, -0.3], [0.3, 0.7, 0.2], [0.8, -0.1, 0.3], [6.0, -3.0, 6.3], [-0.5, 3.1, -2.5], [-5.4, -0.1, -3.9]],
  "e_homo_ev": -10.02,
  "homo_lumo_gap_ev": 10.61,
  "e_above_lowest_ev": 1.8829,
  "e_tot_ev": -12935.522,
  "smiles": "O=CCNC=O.O.O"
}

---

# 3
{
  "formula": "C3H9NO4",
  "method": "the ωB97M-V functional and the def2-TZVPD basis",
  "elements": ["N", "C", "C", "O", "C", "O", "O", "H", "H", "H", "H", "H", "H", "H", "O", "H", "H"],
  "coordinates": [[0.3058, -0.0216, -0.3727], [-1.0001, 0.1257, 0.2696], [-1.0917, -0.7833, 1.4645], [-1.1835, -2.1329, 0.9914], [-1.1986, 1.6133, 0.5293], [-0.8899, 2.4836, -0.2267], [-1.9424, 1.8378, 1.6480], [0.6383, -0.9631, -0.2590], [0.2930, 0.1815, -1.3635], [-1.8109, -0.1208, -0.4300], [-1.9350, -0.5351, 2.1107], [-0.3022, -0.7846, 2.2190], [-2.0895, -2.4160, 1.0259], [-1.8055, 2.7132, 2.0267], [4.5938, -0.7589, -3.1369], [5.4340, -0.4178, -3.4520], [3.9844, -0.0210, -3.0444]],
  "atomic_forces_ev_per_a": [[0.1, 0.1, 0.1], [0.9, 0.7, -0.5], [-0.9, -0.8, 0.9], [0.6, 0.2, 0.1], [-0.9, 0.1, 0.2], [0.5, 0.1, 0.0], [0.3, -0.6, 0.6], [0.0, -0.3, 0.0], [-0.1, 0.1, 0.1], [-0.2, -0.2, 0.2], [-0.4, 0.1, -0.5], [0.7, 0.5, -0.7], [-0.5, -0.1, 0.0], [-0.1, 0.3, -0.5], [-0.1, -0.3, 0.1], [-0.1, 0.2, 0.0], [0.2, 0.1, -0.1]],
  "e_homo_ev": -9.56,
  "homo_lumo_gap_ev": 10.16,
  "e_above_lowest_ev": 0.6631,
  "e_tot_ev": -12936.742,
  "smiles": "N[C@@H](CO)C(=O)O.O"
}

---

# 4
{
  "formula": "C3H9NO4",
  "method": "the ωB97M-V functional and the def2-TZVPD basis",
  "elements": ["C", "C", "O", "N", "C", "O", "H", "H", "H", "H", "H", "O", "H", "H", "O", "H", "H"],
  "coordinates": [[0.2242, 1.3449, 0.7987], [-0.0089, 0.4557, -0.3841], [-0.4022, 1.0152, -1.4065], [0.0448, -0.9120, -0.4583], [0.6759, -1.7379, 0.4759], [0.4821, -2.9162, 0.5037], [-0.2671, 1.0143, 1.7197], [1.2939, 1.3225, 1.0053], [-0.1432, 2.3461, 0.6208], [-0.5551, -1.3775, -1.1166], [1.4668, -1.2931, 1.0926], [3.4426, 0.3952, 1.1749], [3.2187, 1.1252, 0.5939], [4.3830, 0.2455, 0.9391], [-4.8261, -0.6417, -1.8501], [-4.0753, -0.5167, -2.3933], [-4.9542, 0.1306, -1.3159]],
  "atomic_forces_ev_per_a": [[0.7, -1.1, 1.2], [-1.9, 1.8, -2.6], [0.2, -0.2, 0.5], [1.0, -0.6, 2.3], [0.2, 0.2, -0.6], [-0.3, -0.8, 0.0], [0.1, -0.4, -0.2], [-0.1, 0.3, 0.3], [0.2, 0.0, -0.5], [-0.1, 0.1, -0.4], [-0.3, 0.6, 0.1], [1.0, -0.1, -0.4], [-0.1, 0.2, -0.1], [-0.8, -0.1, 0.4], [-1.3, -1.1, 0.5], [1.2, 0.5, -0.7], [0.1, 0.6, 0.2]],
  "e_homo_ev": -10.14,
  "homo_lumo_gap_ev": 10.49,
  "e_above_lowest_ev": 0.3870,
  "e_tot_ev": -12937.018,
  "smiles": "CC(=O)NC=O.O.O"
}

---

Please write out number 1 again, unchanged.
{
  "formula": "C3H9NO3S2",
  "method": "the ωB97M-V functional and the def2-TZVPD basis",
  "elements": ["C", "C", "N", "C", "S", "S", "O", "O", "O", "H", "H", "H", "H", "H", "H", "H", "H", "H"],
  "coordinates": [[-0.1848, -1.2280, 1.6358], [0.2575, -0.2875, 0.6018], [0.0524, -0.9934, -0.7002], [0.7548, -0.7810, -1.9037], [0.8593, 0.8672, -2.6788], [-0.8604, 1.1593, 0.7940], [-0.9098, 1.4421, 2.1771], [-2.0693, 1.0892, -0.0302], [0.0778, 2.2847, 0.0719], [-0.9753, -2.0075, 1.2747], [-0.4863, -0.7852, 2.5543], [0.5392, -1.8561, 1.9519], [1.2830, -0.0503, 0.5783], [-0.9412, -1.0733, -0.9128], [0.3037, -1.5594, -2.4813], [1.7940, -1.0121, -1.4729], [0.8945, 1.6756, -1.6001], [-0.3891, 3.1155, 0.1400]],
  "atomic_forces_ev_per_a": [[-3.2, -1.5, 0.1], [-2.0, -1.2, -3.5], [-2.6, 0.7, 1.7], [3.1, 0.4, 2.8], [-0.4, 0.2, -1.0], [-0.2, 0.5, -2.8], [-0.5, 0.5, 1.1], [1.7, -0.4, 1.5], [0.0, -0.8, 0.8], [1.0, 1.9, 0.4], [-0.7, 0.6, 0.5], [3.0, -2.0, 0.6], [1.2, 1.0, 0.7], [0.0, 0.1, 0.5], [0.6, 0.0, -1.4], [-0.8, -0.1, -1.9], [0.1, -0.6, -0.2], [-0.3, 0.8, -0.1]],
  "e_homo_ev": -9.04,
  "homo_lumo_gap_ev": 9.52,
  "e_above_lowest_ev": 0.7241,
  "e_tot_ev": -32558.035,
  "smiles": "C[C@@H](NCS)S(=O)(=O)O"
}

---

Repeat the fourth record exactly.
{
  "formula": "C3H9NO4",
  "method": "the ωB97M-V functional and the def2-TZVPD basis",
  "elements": ["C", "C", "O", "N", "C", "O", "H", "H", "H", "H", "H", "O", "H", "H", "O", "H", "H"],
  "coordinates": [[0.2242, 1.3449, 0.7987], [-0.0089, 0.4557, -0.3841], [-0.4022, 1.0152, -1.4065], [0.0448, -0.9120, -0.4583], [0.6759, -1.7379, 0.4759], [0.4821, -2.9162, 0.5037], [-0.2671, 1.0143, 1.7197], [1.2939, 1.3225, 1.0053], [-0.1432, 2.3461, 0.6208], [-0.5551, -1.3775, -1.1166], [1.4668, -1.2931, 1.0926], [3.4426, 0.3952, 1.1749], [3.2187, 1.1252, 0.5939], [4.3830, 0.2455, 0.9391], [-4.8261, -0.6417, -1.8501], [-4.0753, -0.5167, -2.3933], [-4.9542, 0.1306, -1.3159]],
  "atomic_forces_ev_per_a": [[0.7, -1.1, 1.2], [-1.9, 1.8, -2.6], [0.2, -0.2, 0.5], [1.0, -0.6, 2.3], [0.2, 0.2, -0.6], [-0.3, -0.8, 0.0], [0.1, -0.4, -0.2], [-0.1, 0.3, 0.3], [0.2, 0.0, -0.5], [-0.1, 0.1, -0.4], [-0.3, 0.6, 0.1], [1.0, -0.1, -0.4], [-0.1, 0.2, -0.1], [-0.8, -0.1, 0.4], [-1.3, -1.1, 0.5], [1.2, 0.5, -0.7], [0.1, 0.6, 0.2]],
  "e_homo_ev": -10.14,
  "homo_lumo_gap_ev": 10.49,
  "e_above_lowest_ev": 0.3870,
  "e_tot_ev": -12937.018,
  "smiles": "CC(=O)NC=O.O.O"
}